{"formula": "C22H30BrFInO20", "method": "ωB97M-V/def2-TZVPD", "species": ["O", "C", "F", "C", "In", "C", "C", "O", "Br", "H", "H", "H", "H", "H", "H", "C", "C", "O", "C", "O", "O", "H", "H", "H", "H", "C", "C", "O", "C", "O", "O", "H", "H", "H", "H", "C", "C", "O", "C", "O", "O", "H", "H", "H", "H", "C", "C", "O", "C", "O", "O", "H", "H", "H", "H", "C", "C", "O", "C", "O", "O", "H", "H", "H", "H", "C", "C", "O", "C", "O", "O", "H", "H", "H", "H"], "positions_angstrom": [[-2.78648, -1.53412, 1.38666], [-3.51331, -2.17398, 0.59738], [-4.53242, -3.09618, 0.99490], [-3.25254, -1.97737, -0.96162], [-1.84223, -3.70850, -1.54952], [-3.01239, -5.61494, -0.99768], [-2.15858, -6.58901, -0.06876], [-2.28321, -7.82565, -0.27818], [-0.93407, -5.85927, 1.33075], [-4.21903, -2.10882, -1.57263], [-2.76722, -0.97340, -1.20890], [-0.39937, -3.50057, -0.46759], [-1.41056, -3.63153, -3.27779], [-3.96608, -5.33874, -0.41752], [-3.29693, -6.09275, -2.00002], [1.34938, -1.47305, 2.80409], [0.24113, -1.07346, 1.88059], [0.80585, -1.28905, 0.59225], [1.79731, -2.21096, 0.74022], [2.36706, -2.74220, -0.16872], [2.05966, -2.44905, 2.05374], [0.98088, -1.89649, 3.73966], [2.02240, -0.64324, 3.02996], [-0.64395, -1.70367, 1.98837], [-0.05069, -0.02945, 2.00809], [5.20255, 2.69477, 2.36390], [4.64996, 1.66123, 1.42941], [3.74090, 0.93985, 2.25119], [3.37395, 1.76869, 3.26797], [2.49136, 1.53923, 4.04867], [4.13759, 2.89616, 3.28574], [5.45586, 3.62537, 1.85376], [6.08049, 2.33917, 2.91102], [4.09785, 2.10272, 0.59472], [5.42290, 1.00157, 1.03317], [-0.08779, 1.84316, -1.97347], [0.54266, 1.64593, -0.62989], [1.76806, 2.36460, -0.74200], [1.59753, 3.29871, -1.71552], [2.37638, 4.18082, -1.94886], [0.43243, 3.10495, -2.38727], [-1.17714, 1.86797, -1.92378], [0.21758, 1.08066, -2.69557], [-0.05051, 2.08312, 0.17923], [0.72692, 0.59554, -0.40571], [-5.88055, 2.40627, 0.60700], [-6.07263, 0.94700, 0.89259], [-5.29309, 0.31894, -0.11430], [-4.34983, 1.21351, -0.50856], [-3.42638, 0.95011, -1.22191], [-4.59025, 2.44822, 0.01427], [-5.91295, 3.01670, 1.51061], [-6.61161, 2.79284, -0.10937], [-5.68379, 0.65691, 1.87300], [-7.11763, 0.64203, 0.82168], [1.80268, 6.46719, 3.55894], [3.21634, 5.98310, 3.44599], [3.93134, 7.16074, 3.09326], [3.19552, 8.22095, 3.52500], [3.58476, 9.35241, 3.53807], [1.96065, 7.82796, 3.94131], [1.23168, 5.91661, 4.30761], [1.26871, 6.42752, 2.60517], [3.60581, 5.60352, 4.39483], [3.33332, 5.21406, 2.68246], [1.37065, -4.43872, -5.72849], [0.80434, -5.47538, -6.65219], [-0.11474, -6.17296, -5.82534], [-0.47142, -5.32548, -4.81609], [-1.35472, -5.53737, -4.03949], [0.31006, -4.21074, -4.81275], [1.63849, -3.51775, -6.24871], [2.24259, -4.80134, -5.17611], [0.26014, -5.03447, -7.49300], [1.56835, -6.15114, -7.03996]], "lowdin_charge": [-0.01, -0.44, -0.02, -0.21, 0.59, -0.27, -0.79, -0.09, 0.56, 0.05, 0.03, -0.08, -0.05, 0.05, 0.04, -0.12, -0.13, -0.01, -0.58, 0.13, 0.06, 0.14, 0.10, 0.11, 0.13, -0.13, -0.12, 0.06, -0.53, 0.15, 0.04, 0.14, 0.13, 0.13, 0.14, -0.11, -0.11, 0.05, -0.56, 0.13, 0.06, 0.12, 0.14, 0.14, 0.12, -0.14, -0.13, 0.06, -0.53, 0.13, 0.06, 0.13, 0.13, 0.14, 0.14, -0.13, -0.14, 0.06, -0.55, 0.15, 0.06, 0.14, 0.14, 0.14, 0.12, -0.14, -0.15, 0.06, -0.56, 0.06, 0.02, 0.13, 0.14, 0.13, 0.13], "homo_ha": -0.1766, "total_energy_ev": -142183.1997, "charge": -1, "orbital_gap_ev": 6.65, "e_above_lowest_kcal_mol": 0.0}